Entry 1:
{
  "formula": "C38H46Cl8N6",
  "method": "ωB97M-V/def2-TZVPD",
  "elements": ["C", "C", "C", "N", "C", "C", "H", "H", "H", "H", "H", "C", "C", "C", "N", "C", "C", "H", "H", "H", "H", "H", "C", "C", "C", "N", "C", "C", "H", "H", "H", "H", "H", "C", "C", "C", "N", "C", "C", "H", "H", "H", "H", "H", "C", "C", "C", "N", "C", "C", "H", "H", "H", "H", "H", "C", "C", "C", "N", "C", "C", "H", "H", "H", "H", "H", "Cl", "C", "C", "Cl", "H", "H", "H", "H", "Cl", "C", "C", "Cl", "H", "H", "H", "H", "Cl", "C", "C", "Cl", "H", "H", "H", "H", "Cl", "C", "C", "Cl", "H", "H", "H", "H"],
  "xyz": [[-9.44264, 4.22230, 23.49963], [-10.66249, 3.62351, 23.21951], [-11.78161, 4.42502, 23.38156], [-11.77378, 5.66072, 23.89132], [-10.59064, 6.18616, 24.17577], [-9.38117, 5.53525, 23.95184], [-8.46686, 3.78543, 23.31235], [-10.71978, 2.68294, 22.69179], [-12.74606, 4.06009, 23.04711], [-10.57843, 7.15371, 24.66887], [-8.41651, 5.99886, 24.09546], [-7.52928, -0.56209, 22.00554], [-6.73404, 0.55868, 21.94531], [-5.61262, 0.61283, 22.75418], [-5.15462, -0.42386, 23.47193], [-5.94550, -1.50231, 23.49063], [-7.14698, -1.63175, 22.81221], [-8.39478, -0.76298, 21.38130], [-7.15453, 1.43547, 21.47160], [-4.94776, 1.46888, 22.75336], [-5.53635, -2.35788, 24.02071], [-7.76443, -2.50853, 22.93087], [-4.90212, 0.29056, 16.65452], [-5.94186, 0.28514, 15.74280], [-7.25292, 0.25138, 16.20721], [-7.57423, 0.35134, 17.50097], [-6.55123, 0.31005, 18.36682], [-5.21671, 0.32022, 17.99651], [-3.86374, 0.26984, 16.34826], [-5.76324, 0.26760, 14.67573], [-8.03589, 0.17258, 15.46048], [-6.83070, 0.38038, 19.41037], [-4.48792, 0.24871, 18.79352], [-7.34766, 4.13373, 16.26776], [-7.40469, 5.05042, 17.29589], [-7.05242, 6.37309, 17.01903], [-6.82550, 6.84130, 15.79969], [-6.67150, 5.91259, 14.83781], [-6.96632, 4.58534, 15.00098], [-7.47083, 3.06773, 16.42440], [-7.66392, 4.79196, 18.31426], [-7.10952, 7.09089, 17.83161], [-6.33982, 6.27988, 13.87264], [-6.73095, 3.83513, 14.25667], [-9.19880, -3.98369, 15.03186], [-8.82571, -2.88715, 15.79303], [-9.82529, -2.09330, 16.29247], [-11.13618, -2.31295, 16.16477], [-11.48439, -3.32728, 15.36117], [-10.55329, -4.18408, 14.77495], [-8.50538, -4.67215, 14.56636], [-7.77501, -2.72908, 15.99780], [-9.60101, -1.23526, 16.91816], [-12.55198, -3.39895, 15.19284], [-10.88848, -5.04152, 14.20793], [-10.04702, -3.93188, 21.91800], [-9.35120, -4.47452, 20.84807], [-9.32145, -3.79645, 19.64044], [-9.94858, -2.63157, 19.45459], [-10.60313, -2.12102, 20.49442], [-10.71426, -2.72825, 21.73810], [-10.16979, -4.49266, 22.83586], [-8.86521, -5.44060, 20.89722], [-8.78754, -4.20563, 18.79143], [-11.16543, -1.23959, 20.21759], [-11.35083, -2.30553, 22.50260], [-13.06792, 4.62591, 18.91853], [-14.51782, 3.64335, 18.75280], [-15.31017, 4.12462, 17.54253], [-17.00375, 3.52382, 17.59686], [-15.07533, 3.83332, 19.66638], [-14.19508, 2.61511, 18.61195], [-14.78475, 3.79401, 16.65053], [-15.39343, 5.20565, 17.58452], [-14.15671, -0.70418, 14.08991], [-13.64893, 0.95870, 14.51372], [-12.84163, 0.87165, 15.80603], [-12.07126, 2.45573, 16.09556], [-14.52657, 1.59565, 14.59776], [-13.05131, 1.37037, 13.70426], [-12.07597, 0.11170, 15.67608], [-13.48626, 0.62340, 16.64375], [-9.13291, 3.03659, 20.27550], [-9.97587, 2.58394, 18.77492], [-10.59411, 1.20907, 18.98662], [-11.94844, 1.33640, 20.17485], [-9.25820, 2.69665, 17.96978], [-10.81641, 3.25074, 18.59478], [-9.83299, 0.54150, 19.39044], [-10.97429, 0.70001, 18.10510], [-15.19934, 2.69690, 24.07913], [-15.95706, 1.70013, 22.80575], [-14.91182, 0.85797, 22.07735], [-14.20782, -0.31079, 23.24772], [-16.43148, 2.32160, 22.04306], [-16.75124, 1.11637, 23.26123], [-14.12713, 1.54689, 21.77182], [-15.30795, 0.37022, 21.19143]],
  "lowdin_charge": [-0.11, -0.10, -0.16, 0.06, -0.16, -0.07, 0.09, 0.06, 0.07, 0.10, 0.10, -0.07, -0.11, -0.15, 0.06, -0.16, -0.06, 0.09, 0.05, 0.10, 0.10, 0.09, -0.07, -0.07, -0.18, 0.07, -0.12, -0.06, 0.11, 0.10, 0.10, 0.07, 0.11, -0.08, -0.07, -0.15, 0.06, -0.16, -0.08, 0.08, 0.07, 0.10, 0.10, 0.10, -0.08, -0.08, -0.19, 0.06, -0.15, -0.07, 0.10, 0.10, 0.07, 0.09, 0.10, -0.09, -0.07, -0.14, 0.08, -0.17, -0.06, 0.11, 0.10, 0.10, 0.06, 0.10, 0.60, -0.69, -0.66, 0.53, 0.06, 0.04, 0.05, 0.06, 0.56, -0.65, -0.65, 0.62, 0.07, 0.06, 0.04, 0.07, 0.64, -0.66, -0.63, 0.60, 0.04, -0.02, 0.04, 0.04, 0.56, -0.66, -0.66, 0.52, 0.07, 0.06, 0.00, 0.08],
  "charge": 0,
  "lumo_ha": 0.0149,
  "relative_energy_kj_mol": 25.69,
  "homo_lumo_gap_ev": 9.63,
  "total_energy_ha": -5485.63405
}



Entry 2:
{
  "formula": "C29H44N4O8S2Si",
  "method": "ωB97M-V/def2-TZVPD",
  "elements": ["C", "C", "O", "O", "C", "C", "O", "C", "C", "N", "C", "C", "C", "S", "C", "S", "N", "C", "C", "O", "C", "C", "Si", "C", "C", "C", "H", "H", "H", "H", "H", "H", "H", "H", "H", "H", "H", "H", "H", "H", "H", "H", "H", "H", "H", "H", "H", "H", "H", "H", "H", "H", "H", "H", "H", "H", "H", "H", "H", "H", "O", "N", "O", "C", "C", "C", "C", "C", "C", "H", "H", "H", "H", "H", "O", "N", "O", "C", "C", "C", "C", "C", "C", "H", "H", "H", "H", "H"],
  "xyz": [[2.46498, -6.41518, 0.31445], [3.78669, -5.69122, 0.38012], [4.42161, -5.62950, 1.40295], [4.31707, -5.22394, -0.77872], [3.49805, -4.39444, -1.61620], [3.79535, -2.93495, -1.37677], [3.18022, -2.56796, -0.16720], [3.32882, -1.20364, 0.22273], [2.78420, -0.19119, -0.80882], [1.65094, -0.77059, -1.50268], [2.52219, 1.16531, -0.07631], [1.16559, 1.82583, -0.33214], [0.04889, 1.27137, 0.57819], [-1.57387, 1.14490, -0.25802], [-1.84350, -0.59415, -0.61249], [-1.76906, -1.09345, -2.16229], [-2.23597, -1.47257, 0.40292], [-3.61140, -1.98196, 0.24991], [-3.72480, -3.19424, 1.15693], [-3.68264, -2.76542, 2.50443], [-2.44775, -2.12855, 2.76785], [-2.11599, -0.99354, 1.79455], [5.10333, -0.84172, 0.86806], [5.19645, 0.74074, 1.88169], [6.37394, -0.74200, -0.52546], [5.54085, -2.26729, 1.99689], [2.67790, -7.48204, 0.37727], [1.89102, -6.22269, -0.58711], [1.87478, -6.10552, 1.17640], [2.43617, -4.56809, -1.44356], [3.72634, -4.65790, -2.65010], [3.40481, -2.36583, -2.22599], [4.88455, -2.81096, -1.34342], [2.68789, -1.10764, 1.11031], [3.54872, 0.02694, -1.56288], [1.33781, -0.22344, -2.28929], [0.87497, -1.00061, -0.90134], [3.29805, 1.88615, -0.35099], [2.62301, 1.04476, 1.00783], [1.27932, 2.88552, -0.08209], [0.85632, 1.79593, -1.37646], [0.34558, 0.30529, 0.98157], [-0.12613, 1.96506, 1.40154], [-3.86693, -2.20074, -0.78410], [-4.31725, -1.23914, 0.62864], [-4.63158, -3.77051, 0.97679], [-2.86261, -3.84678, 0.96018], [-2.53233, -1.69969, 3.76841], [-1.62686, -2.85711, 2.78789], [-1.09147, -0.67904, 1.97522], [-2.78398, -0.14593, 1.97628], [4.47751, 0.70795, 2.70252], [5.04378, 1.64738, 1.29483], [6.19921, 0.78141, 2.31709], [7.02482, -1.61872, -0.44070], [7.01973, 0.13377, -0.43389], [5.94938, -0.77142, -1.52997], [5.25346, -3.20202, 1.50644], [6.61719, -2.31952, 2.17204], [4.99911, -2.21696, 2.94221], [-5.54414, 0.26890, -0.28744], [-5.80677, 0.40711, -1.46619], [-5.08459, 0.95194, -2.27121], [-7.08515, -0.14085, -1.94731], [-7.93535, -0.74631, -1.04084], [-9.14158, -1.25091, -1.49911], [-9.47548, -1.14570, -2.84293], [-8.60257, -0.53819, -3.73599], [-7.39424, -0.02815, -3.28970], [-7.66136, -0.82071, 0.00077], [-9.82159, -1.72513, -0.80524], [-10.41988, -1.53829, -3.19551], [-8.86276, -0.45989, -4.78236], [-6.70463, 0.44709, -3.97081], [1.27400, 5.16677, 2.77118], [0.41742, 5.36845, 1.93743], [-0.47203, 4.59039, 1.65923], [0.46028, 6.64293, 1.20186], [1.47999, 7.53572, 1.47357], [1.52274, 8.72656, 0.76708], [0.55462, 9.00503, -0.18892], [-0.46334, 8.09474, -0.44099], [-0.51619, 6.89952, 0.25761], [2.22453, 7.30467, 2.22020], [2.31398, 9.43678, 0.96260], [0.59437, 9.93482, -0.74051], [-1.21712, 8.31373, -1.18428], [-1.29968, 6.18048, 0.07163]],
  "lowdin_charge": [0.02, -0.52, 0.11, 0.00, -0.14, -0.21, -0.14, -0.33, -0.37, 0.07, -0.17, -0.25, -0.46, 0.88, -1.09, 0.67, -0.17, -0.17, -0.19, -0.13, -0.19, -0.17, 0.58, -0.19, -0.17, -0.16, 0.09, 0.07, 0.09, 0.12, 0.13, 0.12, 0.12, 0.12, 0.13, 0.07, 0.05, 0.11, 0.10, 0.10, 0.09, 0.06, 0.06, 0.10, 0.11, 0.13, 0.13, 0.13, 0.13, 0.10, 0.12, 0.03, 0.02, 0.03, 0.03, 0.03, 0.02, 0.02, 0.04, 0.04, 0.05, -0.34, 0.08, -0.14, 0.00, -0.07, -0.07, -0.06, 0.00, 0.12, 0.11, 0.11, 0.11, 0.12, 0.08, -0.35, 0.07, -0.15, 0.00, -0.07, -0.07, -0.06, 0.00, 0.12, 0.11, 0.11, 0.11, 0.12],
  "charge": 0,
  "lumo_ha": -0.0218,
  "homo_lumo_gap_ev": 7.37,
  "total_energy_ha": -3038.02948
}



Entry 3:
{
  "formula": "C4H18BO7Y",
  "method": "ωB97M-V/def2-TZVPD",
  "elements": ["Y", "B", "H", "H", "H", "H", "O", "C", "C", "O", "H", "H", "H", "H", "O", "C", "C", "O", "H", "H", "H", "H", "O", "H", "H", "O", "H", "H", "O", "H", "H"],
  "xyz": [[0.29629, -0.08198, -0.53467], [1.52143, -2.25805, -1.38504], [2.08895, -3.12729, -1.09083], [2.10824, -1.35448, -1.32617], [1.20108, -2.37243, -2.40902], [0.71598, -2.14091, -0.67667], [0.99412, 1.73003, 0.91428], [1.63179, 1.31828, 2.09447], [2.10553, -0.15921, 2.15881], [1.32394, -1.14204, 1.51686], [0.95159, 1.57048, 2.90800], [2.48880, 1.91520, 2.40642], [2.27678, -0.42740, 3.20133], [3.06612, -0.10692, 1.64632], [-2.54033, 1.74194, 1.18303], [-3.18876, 0.50027, 1.54071], [-2.82966, -0.85961, 0.74246], [-1.50509, -1.30198, 0.53934], [-4.25874, 0.68786, 1.45094], [-3.07181, 0.35316, 2.61439], [-3.45059, -0.99693, -0.14281], [-3.19097, -1.61702, 1.43809], [-0.84245, 1.85740, -1.37520], [-0.51513, 2.45003, -2.05188], [-1.67208, 2.24551, -1.09711], [2.06072, 0.94488, -1.74677], [2.60981, 0.51583, -2.40302], [2.56024, 1.71804, -1.48425], [-0.77182, -0.49805, -2.54796], [-1.28627, 0.17496, -2.99363], [-0.87770, -1.27955, -3.09044]],
  "lowdin_spin": [0.00, 0.00, 0.00, 0.00, 0.00, 0.00, 0.01, 0.00, 0.00, 0.00, 0.00, 0.00, 0.00, 0.00, 0.84, 0.07, 0.01, 0.01, 0.05, 0.01, 0.00, 0.00, 0.00, 0.00, 0.00, 0.00, 0.00, 0.00, 0.00, 0.00, 0.00],
  "charge": -1,
  "lumo_ha": [0.0667, 0.0631],
  "s2": 0.755,
  "spin_multiplicity": 2,
  "homo_lumo_gap_ev": [4.58, 4.48],
  "total_energy_ha": -752.97593
}